Entry 1:
The following is a DFT calculation (ωB97M-V/def2-TZVPD) of a 7-piece molecular cluster, C37H45N2O21 overall in a non-equilibrium geometry.

The geometry in XYZ format:
```
105
Properties=species:S:1:pos:R:3:forces:R:3:mulliken_charge:R:1
N 3.191 -2.813 -1.039 -1.11 0.10 -1.62 -0.50
C 2.331 -2.407 -1.714 0.93 0.73 1.86 0.55
O 1.295 -1.677 -2.110 0.19 -0.86 -0.26 -0.38
C 0.200 -1.841 -1.301 -0.10 -0.14 0.79 0.44
C 0.221 -2.283 -0.002 0.09 -0.16 0.68 0.23
C -0.995 -2.414 0.668 -0.71 -0.20 -0.27 0.20
C -1.122 -2.930 2.113 0.42 0.26 0.13 -0.10
O -0.942 -2.188 3.032 -0.32 -0.42 -0.42 -0.49
O -1.491 -4.233 2.247 0.21 0.88 -0.38 -0.37
C -0.911 -5.058 1.265 0.74 -0.86 -0.09 0.17
C -1.571 -5.396 0.100 -1.14 0.43 -0.25 -0.11
C -0.990 -6.205 -0.872 0.25 0.28 0.45 -0.68
C 0.297 -6.683 -0.635 -0.21 -0.16 -0.53 -0.54
C 0.942 -6.371 0.552 0.84 0.02 0.53 -0.48
C 0.366 -5.557 1.522 -0.70 0.28 -0.22 -0.31
C -2.210 -2.082 0.023 0.87 -0.20 0.83 -0.21
C -2.148 -1.645 -1.269 -0.95 -0.03 0.71 -0.70
N -0.957 -1.541 -1.877 -0.24 0.38 -1.28 0.30
H 1.154 -2.547 0.493 -0.16 0.09 -0.24 0.54
H -2.578 -5.006 -0.075 0.25 -0.12 0.18 0.56
H -1.554 -6.415 -1.782 0.30 -0.09 0.25 0.46
H 0.783 -7.301 -1.392 -0.06 0.12 0.33 0.45
H 1.946 -6.746 0.763 -0.32 -0.01 -0.26 0.38
H 0.847 -5.291 2.463 0.05 -0.22 -0.29 0.51
H -3.160 -2.207 0.549 0.30 0.01 -0.49 0.33
H -3.075 -1.402 -1.789 0.57 0.07 -0.27 0.54
H -0.950 -1.237 -2.849 0.14 0.00 0.11 0.19
C 2.637 -0.217 3.290 -0.36 -0.30 -0.07 -1.52
C 2.707 0.549 1.992 0.24 -0.24 0.78 0.63
C 2.803 2.040 2.165 0.35 0.26 -0.07 -0.39
O 2.178 2.522 0.959 -0.41 -0.34 -0.06 -0.34
C 1.304 1.580 0.563 0.04 0.21 0.03 0.51
O 0.472 1.734 -0.283 -0.07 -0.18 -0.17 -0.53
O 1.479 0.423 1.246 -0.01 0.13 -0.35 -0.07
H 2.581 -1.290 3.098 0.11 0.01 0.04 0.34
H 3.513 -0.020 3.907 0.05 0.03 -0.11 0.37
H 1.738 0.048 3.850 0.05 0.13 -0.02 0.39
H 3.523 0.165 1.372 -0.04 0.10 -0.08 0.21
H 3.828 2.386 2.236 -0.07 0.13 -0.17 0.25
H 2.238 2.417 3.022 -0.05 -0.12 -0.02 0.22
C -6.956 0.363 3.410 -0.12 0.19 -0.43 -1.46
C -6.638 -1.069 3.055 -0.24 0.69 0.47 0.47
C -5.380 -1.596 3.694 0.02 -0.14 0.35 -0.47
O -4.950 -2.580 2.740 0.09 0.12 -0.34 -0.26
C -5.426 -2.195 1.535 -0.41 0.02 0.06 0.66
O -5.082 -2.677 0.494 0.07 0.06 0.04 -0.63
O -6.328 -1.203 1.654 0.31 -0.45 -0.03 -0.33
H -7.880 0.677 2.926 -0.03 -0.04 0.10 0.36
H -7.069 0.484 4.487 0.00 -0.08 -0.01 0.38
H -6.171 1.034 3.056 0.09 -0.08 0.10 0.36
H -7.495 -1.711 3.273 0.09 -0.10 -0.07 0.28
H -5.560 -2.051 4.665 0.08 -0.19 -0.12 0.33
H -4.596 -0.842 3.793 -0.08 0.06 -0.06 0.30
C 3.500 5.560 6.424 -0.14 0.16 -0.42 -1.49
C 3.837 4.115 6.143 -0.19 0.71 0.37 0.58
C 5.102 3.638 6.808 0.05 -0.17 0.31 -0.56
O 5.547 2.613 5.909 -0.10 0.12 -0.26 -0.33
C 5.070 2.926 4.683 0.12 0.05 0.04 0.68
O 5.417 2.401 3.670 0.01 -0.10 0.06 -0.56
O 4.147 3.916 4.752 0.21 -0.42 0.01 -0.32
H 2.571 5.837 5.925 -0.03 -0.03 0.10 0.36
H 3.385 5.735 7.494 0.00 -0.08 0.00 0.39
H 4.275 6.222 6.035 0.09 -0.09 0.10 0.36
H 2.987 3.474 6.395 0.08 -0.09 -0.03 0.25
H 4.926 3.232 7.801 0.08 -0.18 -0.10 0.32
H 5.876 4.407 6.868 -0.10 0.07 -0.07 0.32
C -2.528 5.738 -1.599 -0.28 0.32 0.01 -1.37
C -1.816 5.905 -0.277 -0.28 -0.14 -0.69 0.57
C -1.513 4.607 0.425 0.40 -0.19 0.02 -0.26
O -1.515 4.997 1.802 -0.17 0.12 -0.08 -0.30
C -2.337 6.077 1.908 -0.12 0.18 0.08 0.57
O -2.722 6.527 2.935 0.02 -0.02 0.05 -0.54
O -2.656 6.567 0.681 0.27 -0.23 0.32 -0.36
H -2.706 6.709 -2.060 0.08 -0.03 -0.04 0.37
H -1.940 5.129 -2.287 0.04 0.00 0.05 0.30
H -3.505 5.273 -1.457 0.09 -0.11 0.06 0.36
H -0.912 6.507 -0.409 0.02 -0.04 0.11 0.25
H -0.547 4.192 0.143 0.01 -0.01 0.18 0.16
H -2.284 3.846 0.278 -0.06 0.10 -0.11 0.23
C 0.322 2.438 -4.631 -0.04 0.31 0.36 -1.50
C -0.991 1.692 -4.657 0.74 0.41 -0.20 1.04
C -1.310 1.066 -5.993 -0.06 -0.35 -0.10 -0.38
O -2.740 1.058 -5.985 0.09 0.19 0.22 -0.34
C -3.143 2.083 -5.185 -0.25 0.09 -0.08 0.56
O -4.253 2.485 -5.113 -0.03 -0.01 0.07 -0.51
O -2.091 2.585 -4.474 -0.17 -0.37 -0.13 -0.29
H 0.502 2.855 -3.639 0.05 -0.10 0.01 0.30
H 1.154 1.781 -4.889 -0.05 -0.03 -0.01 0.40
H 0.302 3.278 -5.326 -0.05 -0.13 -0.12 0.40
H -1.020 0.949 -3.849 -0.06 -0.03 -0.01 -0.32
H -0.918 0.055 -6.090 -0.18 -0.03 -0.09 0.31
H -0.967 1.662 -6.841 0.08 0.07 0.11 0.31
C 3.765 -4.907 -4.728 -0.27 -0.31 -0.10 -1.28
C 3.780 -4.060 -5.979 0.10 -0.45 0.63 0.48
C 3.899 -2.584 -5.713 0.38 0.32 -0.08 -0.07
O 3.233 -2.010 -6.838 -0.20 -0.25 0.07 -0.33
C 2.319 -2.926 -7.266 -0.10 -0.08 -0.17 0.62
O 1.458 -2.699 -8.047 -0.07 0.06 0.04 -0.51
O 2.523 -4.133 -6.668 0.09 0.46 -0.13 -0.35
H 3.691 -5.964 -4.984 0.09 0.02 0.00 0.36
H 4.670 -4.755 -4.139 0.01 0.04 -0.06 0.38
H 2.895 -4.672 -4.111 0.05 0.14 -0.01 0.23
H 4.562 -4.406 -6.660 -0.02 0.10 -0.04 0.24
H 4.934 -2.252 -5.666 -0.07 0.13 -0.12 0.35
H 3.379 -2.266 -4.803 0.00 -0.15 0.05 -0.08
```
Forces are in eV/Å.

Summary:
**Charge**: +1
**E_LUMO**: -4.363 eV
**HOMO-LUMO gap**: 7.969 eV

***

Entry 2:
The following is a DFT calculation (ωB97M-V/def2-TZVPD) of C37H45N9O5S3W as an isolated structure in a non-equilibrium geometry.

The geometry in XYZ format:
```
100
Properties=species:S:1:pos:R:3:forces:R:3:mulliken_charge:R:1
W 0.286 0.580 -0.177 0.28 -0.52 -0.57 2.20
C -3.363 -2.618 -1.206 0.50 0.20 -0.73 -0.86
N -3.493 -1.752 -0.051 -0.46 -0.18 0.59 0.25
C -4.484 -2.236 0.939 0.18 0.06 -0.74 -1.02
C -2.666 -0.753 0.180 -0.11 0.06 0.29 0.61
O -1.796 -0.379 -0.638 -0.11 0.14 -0.05 -0.93
C -2.813 -0.054 1.532 -0.21 0.30 -0.46 -1.92
O -1.992 1.085 1.491 0.37 -0.25 0.35 -0.04
C -1.492 1.453 2.752 0.06 0.49 -0.68 -1.29
C -0.120 2.068 2.500 -0.15 0.06 0.35 0.39
O 0.343 2.062 1.327 -0.01 0.00 0.47 -0.52
N 0.529 2.593 3.521 -0.61 -0.23 -0.11 0.16
C 1.918 2.997 3.416 0.57 -0.39 -0.37 -0.91
C -0.061 2.627 4.867 0.09 -0.16 -0.22 -0.97
H -3.041 -3.610 -0.894 -0.07 -0.07 0.09 0.31
H -2.600 -2.211 -1.881 -0.29 -0.11 0.19 0.17
H -4.317 -2.688 -1.731 0.04 -0.01 0.07 0.42
H -4.177 -3.235 1.229 -0.05 -0.19 0.19 0.36
H -5.466 -2.278 0.461 0.14 -0.04 0.02 0.36
H -4.561 -1.607 1.810 0.08 0.08 0.13 0.38
H -2.506 -0.742 2.323 -0.02 -0.04 -0.03 0.79
H -3.844 0.272 1.714 0.05 -0.21 -0.09 0.87
H -1.421 0.592 3.409 0.17 -0.18 0.27 0.67
H -2.163 2.181 3.203 -0.04 0.12 0.19 0.66
H 2.259 2.856 2.384 -0.03 -0.09 0.36 0.19
H 2.506 2.382 4.114 -0.08 0.19 -0.29 0.37
H 2.042 4.036 3.673 -0.09 0.37 0.18 0.39
H -1.140 2.738 4.820 0.03 0.11 0.03 0.39
H 0.352 3.485 5.389 0.01 -0.05 0.09 0.37
H 0.170 1.704 5.403 0.10 0.13 0.07 0.32
O -0.036 -4.880 -0.881 -0.22 -0.58 0.22 -0.71
C -0.544 -4.681 0.341 0.38 0.34 -0.10 0.35
C -1.068 -5.772 1.021 -0.18 -0.54 -0.28 -0.60
C -1.638 -5.620 2.265 -0.04 -0.08 -0.06 -0.59
C -1.664 -4.379 2.891 0.12 0.11 -0.36 -1.22
C -1.114 -3.296 2.230 -0.10 -0.58 0.43 -0.19
C -0.542 -3.415 0.965 -0.29 -0.42 0.03 -0.22
C -0.051 -2.222 0.305 0.38 0.16 -1.22 0.96
O -0.138 -1.080 0.937 0.29 0.37 0.15 0.09
N 0.391 -2.312 -0.925 -0.10 -0.25 0.94 -0.87
N 0.737 -1.101 -1.535 0.32 -0.05 0.02 0.43
C 1.563 -1.329 -2.540 -0.62 0.09 0.53 -0.24
S 2.330 -2.876 -2.733 -0.10 0.10 0.06 0.03
C 3.084 -2.485 -4.335 0.10 0.02 0.17 -0.68
C 3.340 -0.993 -4.381 0.24 -0.06 -0.36 -0.56
S 1.866 -0.168 -3.768 -0.01 0.35 -0.07 0.11
H 0.276 -4.026 -1.226 0.10 0.35 -0.21 0.54
H -1.037 -6.741 0.525 -0.02 0.23 0.13 0.51
H -2.082 -6.472 2.759 0.06 -0.11 0.03 0.44
H -2.106 -4.310 3.867 -0.04 0.27 0.25 0.55
H -1.067 -2.343 2.706 -0.05 0.51 0.27 0.39
H 2.417 -2.825 -5.115 -0.10 -0.01 -0.21 0.35
H 4.023 -3.030 -4.388 0.01 -0.11 -0.05 0.45
H 3.512 -0.639 -5.405 0.01 -0.09 0.28 0.54
H 4.194 -0.735 -3.750 -0.11 0.11 -0.08 0.12
S 4.411 -1.395 0.464 0.38 -0.10 -0.13 -0.36
C 3.484 -1.948 1.826 0.14 0.56 -0.21 0.74
C 3.826 -2.939 2.737 -0.37 0.03 0.39 -0.74
C 2.985 -3.104 3.824 0.20 0.08 -0.08 -0.86
C 1.877 -2.274 4.009 -0.05 0.21 -0.51 -0.73
C 1.552 -1.288 3.105 0.04 0.44 -0.58 0.10
C 2.362 -1.130 1.970 -0.48 0.04 0.01 -0.88
N 2.198 -0.184 0.934 0.55 -0.12 -0.12 0.38
C 3.263 -0.178 0.143 -0.95 -0.37 0.49 0.44
C 3.310 0.815 -0.899 -0.06 0.33 0.21 1.33
C 4.515 1.101 -1.556 -0.21 -0.39 0.03 -0.69
C 4.573 2.175 -2.413 -0.49 0.71 -0.11 -1.03
C 3.456 3.018 -2.509 0.45 -1.05 0.37 -1.48
C 2.279 2.700 -1.843 0.09 -0.26 0.19 -0.67
C 2.101 1.558 -1.028 0.60 0.23 -0.63 0.83
H 4.718 -3.536 2.623 0.02 -0.04 -0.05 0.51
H 3.207 -3.852 4.568 0.04 -0.14 0.03 0.45
H 1.224 -2.409 4.838 -0.20 -0.19 0.66 0.53
H 0.681 -0.632 3.219 0.37 -0.40 0.12 0.56
H 5.405 0.478 -1.404 -0.39 0.20 0.05 0.43
H 5.471 2.410 -2.957 0.21 0.01 -0.05 0.50
H 3.495 3.908 -3.107 0.05 0.27 -0.20 0.57
H 1.502 3.411 -2.013 -0.26 0.08 -0.01 0.17
C -0.711 2.000 -2.907 0.90 0.17 -0.03 -0.68
N -1.394 2.992 -3.703 -0.16 0.06 0.02 0.21
C -1.017 4.337 -3.216 0.07 -0.37 -0.47 -0.64
N -1.418 4.527 -1.837 -0.06 -0.34 0.96 0.18
C -0.765 3.554 -0.967 0.09 -0.02 -0.57 -1.35
N -1.006 2.115 -1.421 -0.52 0.06 0.05 0.69
C -2.566 1.980 -1.362 0.26 0.10 -0.69 -0.94
N -3.244 2.976 -2.157 0.35 0.29 0.23 0.22
C -2.849 2.808 -3.567 0.50 -0.08 0.86 -0.68
C -2.865 4.322 -1.706 0.10 -0.12 -0.30 -0.68
H 0.382 2.111 -3.022 -0.69 -0.04 -0.13 0.29
H -0.982 0.988 -3.227 -0.13 0.09 0.10 -0.03
H -1.461 5.097 -3.868 -0.08 -0.14 0.23 0.29
H 0.066 4.442 -3.282 0.03 -0.01 -0.10 0.39
H -1.206 3.631 0.016 -0.06 0.05 0.32 0.29
H 0.308 3.731 -0.882 -0.45 0.06 0.03 0.57
H -2.857 2.046 -0.323 -0.04 0.07 0.09 -0.30
H -2.810 1.012 -1.790 0.03 0.13 0.15 0.52
H -3.399 3.494 -4.190 -0.04 0.36 -0.19 0.33
H -3.111 1.796 -3.843 -0.01 -0.29 -0.31 0.37
H -3.164 4.457 -0.662 0.04 0.01 -0.14 0.34
H -3.362 5.061 -2.326 -0.22 0.09 -0.03 0.36
```
Forces are in eV/Å.

Summary:
**Charge**: +2
**⟨S²⟩**: 2.018
**E_LUMO (spin up / spin down)**: -5.147 / -5.565 eV
**HOMO-LUMO gap (spin up / spin down)**: 7.513 / 7.236 eV
**Spin multiplicity**: 3

***

Question: Among the records above, which one has the highest charge?
Answer: C37H45N9O5S3W

***

Question: Which of these has the lowest charge?
Answer: C37H45N2O21